The following is a DFT calculation (ωB97M-V/def2-TZVPD) of a cluster of 15 separate species, C64H126N10O5 in total.

Each line ends with the Löwdin charge.
Element x y z (Å)
C: -1.385 -0.806 -5.560  -0.164
C: -1.178 0.698 -5.501  -0.191
C: -1.921 1.156 -6.738  -0.164
O: -1.741 0.066 -7.686  -0.126
C: -1.389 -1.134 -7.030  -0.210
H: -2.347 -1.120 -5.187  0.088
H: -0.648 -1.348 -4.929  0.103
H: -0.129 0.911 -5.656  0.102
H: -1.414 1.160 -4.571  0.050
H: -1.481 2.030 -7.175  0.105
H: -2.997 1.340 -6.571  0.124
H: -0.463 -1.492 -7.423  0.102
H: -2.164 -1.882 -7.252  0.123
C: -1.042 1.641 6.112  -0.174
C: 0.258 1.726 6.915  -0.153
C: 0.927 2.866 6.141  -0.190
O: -0.120 3.830 5.777  -0.139
C: -1.337 3.067 5.727  -0.213
H: -1.901 1.185 6.587  0.098
H: -0.835 1.052 5.205  0.104
H: 0.807 0.781 6.943  0.110
H: 0.087 2.059 7.959  0.118
H: 1.398 2.402 5.269  0.077
H: 1.662 3.441 6.729  0.124
H: -1.682 3.055 4.713  0.077
H: -2.185 3.479 6.248  0.117
C: -5.576 -1.423 6.181  -0.150
C: -4.627 -0.300 5.823  -0.174
C: -3.664 -0.890 4.801  -0.237
O: -4.451 -1.740 4.042  -0.171
C: -5.478 -2.282 4.927  -0.177
H: -6.604 -1.052 6.343  0.121
H: -5.204 -2.008 7.043  0.117
H: -4.091 0.069 6.688  0.100
H: -5.191 0.489 5.349  0.080
H: -2.820 -1.429 5.268  0.128
H: -3.215 -0.156 4.124  0.087
H: -5.286 -3.330 5.125  0.099
H: -6.391 -2.313 4.317  0.120
C: 3.316 5.468 -1.639  -0.143
C: 4.362 4.379 -1.913  -0.153
C: 3.560 3.197 -2.439  -0.189
O: 2.188 3.635 -2.537  -0.187
C: 1.990 4.729 -1.631  -0.198
H: 3.233 6.119 -2.515  0.116
H: 3.508 6.108 -0.789  0.107
H: 4.891 4.091 -0.981  0.092
H: 5.204 4.632 -2.529  0.101
H: 3.584 2.267 -1.808  0.118
H: 3.910 2.930 -3.413  0.097
H: 1.721 4.285 -0.641  0.105
H: 1.163 5.337 -2.008  0.072
C: 5.068 -1.972 -0.871  -0.179
C: 5.494 -3.425 -0.977  -0.126
C: 4.835 -3.798 -2.343  -0.183
O: 4.276 -2.648 -2.957  -0.146
C: 3.933 -1.851 -1.804  -0.228
H: 5.817 -1.327 -1.336  0.125
H: 4.843 -1.639 0.150  0.099
H: 5.104 -4.034 -0.149  0.095
H: 6.564 -3.509 -0.913  0.102
H: 4.116 -4.550 -2.114  0.083
H: 5.480 -4.266 -3.083  0.126
H: 3.004 -2.307 -1.364  0.111
H: 3.668 -0.833 -2.196  0.115
C: 3.886 3.234 1.610  -0.095
C: 5.188 2.498 1.922  -0.213
C: 4.926 1.006 2.309  -0.176
C: 4.098 0.968 3.504  -0.228
N: 3.468 1.051 4.480  0.171
H: 3.103 3.157 2.331  0.057
H: 3.500 2.831 0.703  0.042
H: 4.067 4.279 1.361  0.078
H: 5.665 2.922 2.815  0.114
H: 5.891 2.547 1.109  0.100
H: 5.838 0.467 2.520  0.111
H: 4.417 0.461 1.491  0.097
C: -3.243 -2.905 1.065  -0.097
C: -2.352 -3.755 2.008  -0.239
C: -3.191 -4.791 2.762  -0.159
C: -3.903 -5.717 1.826  -0.210
N: -4.417 -6.426 1.060  0.135
H: -2.708 -2.023 0.730  0.035
H: -4.150 -2.650 1.644  0.071
H: -3.526 -3.451 0.146  0.076
H: -1.735 -3.120 2.643  0.079
H: -1.590 -4.208 1.389  0.068
H: -3.950 -4.407 3.441  0.098
H: -2.486 -5.375 3.269  0.092
C: -4.166 2.770 2.702  -0.072
C: -4.599 2.081 1.350  -0.215
C: -5.124 0.677 1.634  -0.191
C: -6.098 0.680 2.677  -0.253
N: -6.851 0.816 3.529  0.184
H: -3.350 2.172 3.158  0.043
H: -5.000 2.646 3.383  0.050
H: -3.851 3.840 2.557  0.076
H: -3.758 1.967 0.683  0.055
H: -5.387 2.673 0.910  0.112
H: -4.319 -0.021 2.009  0.112
H: -5.573 0.231 0.752  0.110
C: 3.673 0.106 -4.925  -0.080
C: 2.592 -0.752 -5.596  -0.243
C: 3.177 -2.090 -6.081  -0.174
C: 4.279 -1.928 -7.033  -0.247
N: 5.120 -1.671 -7.762  0.142
H: 4.471 0.328 -5.648  0.087
H: 4.062 -0.424 -4.077  0.036
H: 3.202 0.978 -4.487  0.049
H: 2.129 -0.160 -6.377  0.107
H: 1.797 -0.956 -4.918  0.075
H: 2.387 -2.653 -6.623  0.121
H: 3.597 -2.612 -5.165  0.118
C: 4.762 -3.098 3.274  -0.104
C: 3.953 -3.924 4.314  -0.238
C: 2.961 -2.997 5.045  -0.175
C: 1.740 -2.799 4.202  -0.184
N: 0.768 -2.576 3.596  0.168
H: 5.386 -2.359 3.771  0.069
H: 4.082 -2.685 2.545  0.051
H: 5.503 -3.770 2.806  0.076
H: 4.693 -4.298 5.068  0.120
H: 3.451 -4.771 3.870  0.099
H: 3.392 -2.006 5.210  0.104
H: 2.664 -3.347 6.025  0.111
C: -0.668 3.874 -4.653  -0.082
C: -1.606 4.933 -5.247  -0.232
C: -2.275 5.801 -4.132  -0.171
C: -1.256 6.500 -3.273  -0.203
N: -0.429 6.914 -2.596  0.138
H: -0.424 3.151 -5.388  0.038
H: -1.330 3.427 -3.905  0.057
H: 0.249 4.224 -4.165  0.072
H: -2.458 4.488 -5.710  0.079
H: -1.079 5.596 -5.975  0.120
H: -2.811 5.166 -3.455  0.072
H: -3.001 6.558 -4.511  0.126
C: 0.530 4.946 2.411  -0.089
C: -0.895 5.549 2.571  -0.219
C: -1.566 6.092 1.253  -0.156
C: -1.985 4.940 0.455  -0.218
N: -2.307 4.034 -0.171  0.186
H: 0.671 4.306 3.280  0.054
H: 1.286 5.762 2.395  0.088
H: 0.607 4.381 1.497  0.037
H: -0.894 6.479 3.223  0.130
H: -1.486 4.760 2.988  0.068
H: -0.899 6.684 0.622  0.115
H: -2.495 6.640 1.505  0.125
C: -4.335 -0.986 -3.005  -0.108
C: -4.281 0.156 -1.973  -0.233
C: -3.132 1.148 -2.303  -0.170
C: -3.623 2.150 -3.274  -0.223
N: -4.111 2.889 -4.003  0.178
H: -5.048 -1.796 -2.792  0.074
H: -3.357 -1.488 -3.100  0.062
H: -4.664 -0.686 -4.016  0.079
H: -3.971 -0.296 -1.026  0.088
H: -5.271 0.667 -1.977  0.125
H: -2.299 0.593 -2.722  0.077
H: -2.779 1.650 -1.344  0.095
C: 1.674 -0.596 0.855  -0.066
C: 0.301 -0.685 0.146  -0.244
N: -0.339 0.572 -0.111  -0.173
C: -0.701 1.307 1.088  -0.217
C: -1.291 0.347 2.147  -0.074
C: 0.322 1.416 -1.101  -0.239
C: 0.697 0.780 -2.428  -0.058
H: 2.274 0.218 0.443  0.058
H: 2.171 -1.529 0.764  0.030
H: 1.561 -0.414 1.956  0.065
H: 0.441 -1.169 -0.794  0.069
H: -0.351 -1.368 0.730  0.099
H: 0.120 1.841 1.548  0.099
H: -1.399 2.131 0.798  0.076
H: -1.863 0.926 2.884  0.034
H: -1.979 -0.356 1.733  0.037
H: -0.582 -0.225 2.740  0.055
H: 1.211 1.901 -0.656  0.097
H: -0.368 2.260 -1.300  0.105
H: -0.162 0.419 -3.039  0.061
H: 1.402 -0.015 -2.299  0.043
H: 1.260 1.533 -3.008  0.069
C: -0.261 -7.926 -0.464  -0.096
C: -0.719 -6.497 -0.438  -0.296
N: 0.005 -5.557 -1.269  -0.164
C: 1.456 -5.602 -0.984  -0.244
C: 1.894 -5.063 0.376  -0.081
C: -0.559 -4.241 -1.425  -0.264
C: 0.105 -3.443 -2.517  -0.077
H: 0.786 -8.046 -0.058  0.079
H: -0.179 -8.256 -1.511  0.083
H: -1.011 -8.537 0.055  0.081
H: -1.766 -6.485 -0.701  0.106
H: -0.754 -6.191 0.630  0.100
H: 1.849 -6.601 -1.121  0.097
H: 2.001 -5.016 -1.767  0.094
H: 1.550 -4.012 0.560  0.070
H: 1.457 -5.693 1.161  0.063
H: 2.986 -5.197 0.560  0.071
H: -0.531 -3.635 -0.529  0.086
H: -1.593 -4.399 -1.681  0.115
H: -0.474 -2.518 -2.652  0.064
H: 0.118 -3.998 -3.434  0.083
H: 1.054 -3.068 -2.163  0.043

The net charge is 0. The frontier orbital gap is 8.54 eV. The value obtained for the highest occupied orbital energy is -0.306 hartree.